The following is a quantum chemistry calculation of a molecular structure, C50H44N3P2S4V, from the OMol25 dataset.

Atoms and positions in Å:
V -0.2986 -1.6683 -1.6402
S -0.3428 0.4634 -2.4722
C -0.9043 1.4406 -1.2329
N -0.7027 2.6884 -1.0944
C -1.3788 3.3115 0.0636
C -2.7831 2.9735 0.0083
N -2.9266 1.4724 0.0186
C -4.2041 0.9192 0.4591
C -4.4697 1.1763 1.9683
C -5.6093 1.9020 2.3310
C -5.9212 2.0219 3.6834
C -5.0717 1.4527 4.6370
C -3.9399 0.8209 4.2625
C -3.6097 0.6657 2.9294
C -1.8643 0.7147 -0.3043
S -1.6835 -0.9353 0.1517
C -0.0602 3.5151 -2.0346
C -0.7356 4.8618 -2.3382
C -0.1115 6.0262 -1.8970
C -0.8521 7.2080 -2.0459
C -2.1412 7.1942 -2.4973
C -2.7880 5.9824 -2.7668
C -2.0778 4.7984 -2.7990
H -1.1904 4.3698 0.0717
H -0.9292 2.9019 0.9644
H -3.3116 3.4635 -0.8420
H -3.2959 3.3707 0.9222
H -4.4357 -0.0956 0.1759
H -4.9579 1.5215 -0.0632
H -6.3166 2.1879 1.5742
H -6.7756 2.6031 4.0961
H -5.2978 1.6151 5.6719
H -3.1630 0.5855 4.9576
H -2.7452 0.0812 2.6551
H 0.0318 2.9328 -2.9106
H 1.0320 3.6378 -1.7238
H 0.8865 5.9191 -1.4878
H -0.3682 8.1057 -1.8920
H -2.7223 8.0979 -2.5125
H -3.7405 6.0916 -3.1289
H -2.5358 3.8588 -3.0979
S 0.0583 -2.6602 -3.8555
C -1.2595 -3.4384 -3.1000
N -1.6421 -3.1219 -1.8600
C -2.6519 -3.9961 -1.3829
C -3.1590 -3.9296 -0.0882
C -4.2504 -4.7025 0.1994
C -4.6225 -5.6777 -0.6952
C -4.0540 -5.8586 -1.9496
C -3.1011 -4.9444 -2.3236
S -2.1248 -4.8150 -3.7861
H -2.7115 -3.0733 0.5804
H -4.8564 -4.6301 1.0815
H -5.3299 -6.4367 -0.3418
H -4.3652 -6.6847 -2.6141
C 2.8860 -0.8073 -0.6870
P 1.9262 -2.3712 -0.6377
C 2.6203 -3.6553 -1.7189
C 3.7402 -3.5364 -2.5293
C 4.1025 -4.6194 -3.3690
C 3.3087 -5.7300 -3.4022
C 2.1448 -5.8274 -2.6335
C 1.8519 -4.7981 -1.7376
C 2.0289 -2.9117 1.0267
C 0.9906 -2.8668 1.9533
C 1.1414 -3.3357 3.2473
C 2.4128 -3.8293 3.6636
C 3.4610 -3.9417 2.7742
C 3.2783 -3.4514 1.5024
P 2.0668 0.6553 0.2412
C 2.6829 0.4867 2.0176
C 1.9539 1.0732 3.0169
C 2.3440 1.0746 4.3352
C 3.5065 0.4936 4.6937
C 4.1995 -0.1782 3.7286
C 3.8853 -0.1867 2.4028
C 3.0690 1.9794 -0.5468
C 3.9931 2.7712 0.0754
C 4.6865 3.7510 -0.6906
C 4.3875 4.0186 -2.0201
C 3.3619 3.2528 -2.6266
C 2.8155 2.2146 -1.9394
H 2.9544 -0.5255 -1.8185
H 3.9470 -1.0066 -0.3221
H 4.3629 -2.6687 -2.6066
H 4.9818 -4.5516 -3.9723
H 3.6367 -6.5964 -3.9687
H 1.5108 -6.7056 -2.8861
H 1.0102 -4.8925 -1.1543
H -0.0154 -2.4614 1.6992
H 0.2943 -3.2928 3.9140
H 2.5630 -4.1160 4.7261
H 4.3750 -4.4233 3.0482
H 4.0630 -3.5928 0.8281
H 0.9573 1.4871 2.8144
H 1.6279 1.5955 5.0957
H 3.9410 0.4795 5.7162
H 5.1094 -0.7073 4.0282
H 4.4348 -0.6921 1.5856
H 4.2232 2.6344 1.1128
H 5.4841 4.2320 -0.1457
H 4.9674 4.8173 -2.4337
H 3.0158 3.4298 -3.6054
H 2.0910 1.5476 -2.4800

Cartesian forces, eV/Å:
-0.15 -1.13 0.06
0.39 0.11 -1.51
-0.44 -1.93 0.83
-1.50 0.82 1.67
1.82 -0.08 0.32
-2.84 -0.19 0.41
1.35 -0.66 -0.50
-1.36 1.63 1.35
0.15 -0.31 -1.11
-0.05 -0.83 0.66
-0.26 0.38 0.62
-1.31 1.23 -0.02
1.77 -0.17 -0.47
-0.60 -0.05 -0.41
-1.05 0.68 0.79
-0.20 2.02 -0.09
2.84 1.99 -1.00
-0.41 -1.71 1.15
-1.36 -0.67 -0.85
0.77 -1.35 -0.30
-0.54 -0.75 0.74
2.11 0.43 -0.43
0.88 0.86 0.71
-0.05 0.40 -0.24
0.18 -0.11 0.18
0.32 -0.73 0.32
0.37 -0.60 -0.57
0.85 -0.45 -0.17
0.12 -0.03 -0.08
-0.08 0.47 -0.21
0.52 -0.57 -0.85
-0.04 -0.07 0.39
-0.02 -0.57 0.69
0.23 0.10 -0.10
0.02 -0.56 -1.26
-1.54 0.23 -0.10
-0.02 0.52 -0.04
0.80 1.90 0.62
0.01 0.30 -0.25
-2.41 -0.31 -0.65
0.12 0.10 -0.03
-0.12 0.38 0.20
-0.37 -1.35 -0.48
0.26 -0.75 -0.56
0.27 0.44 0.17
1.08 2.88 0.49
-0.03 -0.24 0.27
-0.74 -1.74 -0.35
-0.56 -0.59 -0.26
1.31 0.88 0.24
0.10 0.73 0.40
-1.29 -2.17 -1.10
0.30 0.17 0.57
-0.03 0.49 -0.35
0.18 0.60 0.52
1.13 0.14 -1.26
-0.48 1.06 -0.85
0.63 0.88 0.49
0.19 -1.01 -0.93
-0.47 1.31 1.09
-0.14 -0.96 0.15
0.17 -0.18 -0.56
0.95 -1.39 -2.10
1.56 -1.20 2.16
-1.27 0.32 -0.35
1.78 -0.23 0.24
-1.57 0.18 1.20
-0.81 0.50 -0.19
-1.95 0.17 -0.50
0.51 -0.77 0.52
1.40 -0.61 -1.20
-1.86 0.40 -0.43
-2.53 1.97 1.99
0.94 -0.38 1.77
2.63 -1.31 -0.26
-1.79 0.59 -1.97
-0.40 -0.38 -1.21
0.49 0.75 -0.94
-0.44 -0.89 0.75
-0.43 -0.57 1.41
1.49 0.59 0.74
-1.12 -1.49 0.84
-0.05 -0.27 1.97
-1.22 0.31 -0.55
0.05 0.55 0.36
0.40 0.04 -0.22
-0.25 0.19 -0.25
0.29 0.77 0.98
-1.91 -0.07 1.41
0.92 -0.33 -0.07
0.10 -0.03 0.22
-0.26 0.03 -0.91
0.45 -0.01 0.17
1.16 -0.01 -1.18
0.44 0.04 -0.21
1.61 -1.04 -1.37
-0.74 0.15 -0.75
-0.23 0.16 -0.05
0.05 0.26 1.12
0.15 -0.01 0.41
0.10 0.47 -0.31
-0.14 0.20 -0.86
-0.03 0.28 -1.17
0.73 0.78 0.64

- Frontier orbital gap (spin up / spin down): 6.137 / 6.355 eV
- LUMO energy (spin up / spin down): -6.67 / -6.51 eV
- Electronic energy: -5314.96685 Ha
- Charge: +2
- 2S+1: 3
- Molecular weight: 928.08 g/mol
- Highest occupied orbital energy (spin up / spin down): -12.803 / -12.864 eV

Here are the Löwdin charges for atoms 1 to 99, given in e: atom 1 (V): 0.20, atom 2 (S): 0.78, atom 3 (C): -0.65, atom 4 (N): -0.04, atom 5 (C): -0.08, atom 6 (C): -0.07, atom 7 (N): -0.04, atom 8 (C): -0.09, atom 9 (C): -0.21, atom 10 (C): -0.04, atom 11 (C): -0.05, atom 12 (C): -0.08, atom 13 (C): -0.08, atom 14 (C): -0.04, atom 15 (C): -0.56, atom 16 (S): 0.78, atom 17 (C): -0.13, atom 18 (C): -0.20, atom 19 (C): -0.01, atom 20 (C): -0.05, atom 21 (C): -0.05, atom 22 (C): -0.05, atom 23 (C): -0.04, atom 24 (H): 0.15, atom 25 (H): 0.15, atom 26 (H): 0.14, atom 27 (H): 0.17, atom 28 (H): 0.12, atom 29 (H): 0.13, atom 30 (H): 0.11, atom 31 (H): 0.13, atom 32 (H): 0.11, atom 33 (H): 0.11, atom 34 (H): 0.08, atom 35 (H): 0.08, atom 36 (H): 0.14, atom 37 (H): 0.12, atom 38 (H): 0.09, atom 39 (H): 0.12, atom 40 (H): 0.09, atom 41 (H): 0.12, atom 42 (S): 0.66, atom 43 (C): -1.07, atom 44 (N): -0.16, atom 45 (C): -0.29, atom 46 (C): -0.04, atom 47 (C): -0.08, atom 48 (C): -0.07, atom 49 (C): -0.06, atom 50 (C): -0.44, atom 51 (S): 1.09, atom 52 (H): 0.07, atom 53 (H): 0.11, atom 54 (H): 0.13, atom 55 (H): 0.13, atom 56 (C): -0.48, atom 57 (P): 0.94, atom 58 (C): -0.40, atom 59 (C): -0.06, atom 60 (C): -0.05, atom 61 (C): -0.07, atom 62 (C): -0.04, atom 63 (C): -0.13, atom 64 (C): -0.37, atom 65 (C): -0.11, atom 66 (C): -0.05, atom 67 (C): -0.04, atom 68 (C): -0.07, atom 69 (C): -0.07, atom 70 (P): 1.05, atom 71 (C): -0.37, atom 72 (C): -0.15, atom 73 (C): -0.10, atom 74 (C): -0.09, atom 75 (C): -0.10, atom 76 (C): -0.08, atom 77 (C): -0.39, atom 78 (C): -0.07, atom 79 (C): -0.05, atom 80 (C): -0.04, atom 81 (C): -0.09, atom 82 (C): -0.17, atom 83 (H): 0.08, atom 84 (H): 0.07, atom 85 (H): 0.10, atom 86 (H): 0.11, atom 87 (H): 0.12, atom 88 (H): 0.13, atom 89 (H): 0.08, atom 90 (H): 0.07, atom 91 (H): 0.11, atom 92 (H): 0.13, atom 93 (H): 0.11, atom 94 (H): 0.09, atom 95 (H): 0.09, atom 96 (H): 0.15, atom 97 (H): 0.13, atom 98 (H): 0.12, atom 99 (H): 0.10